1.
2 unconnected molecules or ions with the total composition H3INPS. Source: OMol25; level of theory: the ωB97M-V functional and the def2-TZVPD basis.

Relative energy (zero: lowest compared OMol25 entry of this formula, charge and spin), kcal per mole: 2.7
Orbital gap, eV: 8.99
SMILES: [nH]1[pH]s1.I
E_LUMO, Eh: 0.0088

```
7
Properties=species:S:1:pos:R:3:mulliken_charge:R:1
N -0.1124 -0.6977 0.5959 -0.299
P -1.5405 -0.3842 -0.2866 0.091
S -0.1699 -1.9240 -0.6272 -0.104
H -0.2529 -1.0243 1.5769 0.264
H -0.9567 0.6089 -1.0048 0.056
I 3.2102 0.1115 -0.0326 -0.092
H 4.5135 -0.3192 0.7618 0.083
```

2.
A single H3N molecule. Source: OMol25; level of theory: the ωB97M-V functional and the def2-TZVPD basis.

Relative energy (zero: lowest compared OMol25 entry of this formula, charge and spin), kcal per mole: 2.1
Orbital gap, eV: 10.98
SMILES: N
E_LUMO, Eh: 0.0493

```
4
Properties=species:S:1:pos:R:3:mulliken_charge:R:1
N -0.0802 0.0362 -0.0574 -0.598
H 0.4901 -0.5115 -0.6855 0.200
H 0.3620 0.8181 0.4125 0.202
H -0.6720 -0.4714 0.5487 0.196
```

3.
A single H3N molecule. Source: OMol25; level of theory: the ωB97M-V functional and the def2-TZVPD basis.

Relative energy (zero: lowest compared OMol25 entry of this formula, charge and spin), kcal per mole: 13.5
Orbital gap, eV: 11.90
SMILES: N
E_LUMO, Eh: 0.0441

```
4
Properties=species:S:1:pos:R:3:mulliken_charge:R:1
N 0.1886 0.2300 -0.2594 -0.688
H -0.7132 0.5835 0.3385 0.235
H -0.3942 -0.6143 -0.4981 0.222
H 0.9188 -0.1991 0.4191 0.232
```

4.
2 unconnected molecules or ions with the total composition H3N2O2. Source: OMol25; level of theory: the ωB97M-V functional and the def2-TZVPD basis.

Relative energy (zero: lowest compared OMol25 entry of this formula, charge and spin), kcal per mole: 37.7
Total charge: -1
Orbital gap (spin up / spin down), eV: 7.63 / 7.77
E_LUMO (spin up / spin down), Eh: 0.1834 / 0.1821

```
7
Properties=species:S:1:pos:R:3:mulliken_charge:R:1
N -0.9904 1.4152 0.2383 -0.489
N 0.6828 0.0753 -0.5631 -0.239
O 0.5804 -1.8435 0.5044 -0.889
O 0.2795 1.0675 0.1240 0.043
H 1.2235 -1.3349 0.9536 0.242
H -1.6701 0.9423 -0.3171 0.136
H -0.1057 -0.3220 -0.9401 0.196
```

5.
2 unconnected molecules or ions with the total composition H3N2O2S. Source: OMol25; level of theory: the ωB97M-V functional and the def2-TZVPD basis.

Relative energy (zero: lowest compared OMol25 entry of this formula, charge and spin), kcal per mole: 75.5
Total charge: -1
Orbital gap (spin up / spin down), eV: 7.30 / 7.30
E_LUMO (spin up / spin down), Eh: 0.1338 / 0.1337

```
8
Properties=species:S:1:pos:R:3:mulliken_charge:R:1
N -1.8707 -0.2117 0.0861 -0.563
N 0.0184 0.6479 -0.4896 -0.419
O 1.5308 -1.4564 0.2952 -0.564
O 2.3510 0.8354 -0.1889 -0.567
S 1.3269 -0.0078 0.5145 0.383
H -1.7496 -0.5405 -0.7697 0.255
H -1.3642 -0.9193 0.6808 0.229
H -0.2427 1.6526 -0.1285 0.245
```

6.
A single H3N2OP molecule. Source: OMol25; level of theory: the ωB97M-V functional and the def2-TZVPD basis.

Relative energy (zero: lowest compared OMol25 entry of this formula, charge and spin), kcal per mole: 24.9
Orbital gap, eV: 8.70
SMILES: N/N=P/O
E_LUMO, Eh: 0.0129

```
7
Properties=species:S:1:pos:R:3:mulliken_charge:R:1
N -0.8633 -0.8962 0.7933 -0.427
N -0.1331 0.1616 0.0166 -0.171
P 1.1154 -0.1716 -0.8920 0.313
O 1.3718 1.3875 -1.2938 -0.499
H -1.7805 -0.6142 1.0893 0.184
H -0.6101 -1.9202 1.0064 0.213
H 0.8998 2.0532 -0.7199 0.387
```